Molecular formula: C6H18O3
Method: DFT, the ωB97M-V functional and the def2-TZVPD basis

Output
gap between HOMO and LUMO	0.3960	hartree
maximum force	2.50	eV/A
2S+1	1
DFT total energy	-465.07431	hartree
SMILES	CC(C)O.CC(C)O.O
HOMO energy	-10.12	eV
energy relative to the best compared isomer or geometry (same formula, charge and spin)	22.3	kcal per mole

The geometry in XYZ format:
```
27
C6H18O3 the ωB97M-V functional and the def2-TZVPD basis
C 0.3292 -3.9111 -1.7418
C -0.4382 -5.2608 -1.5506
C -1.7127 -5.3673 -2.2967
O 0.4295 -6.2737 -1.9935
H 1.3552 -4.2664 -1.6457
H 0.1909 -3.3214 -0.8356
H 0.0687 -3.5280 -2.7284
H -0.6700 -5.4062 -0.4955
H -1.4872 -5.3080 -3.3615
H -2.4427 -4.6081 -2.0157
H -2.1431 -6.3412 -2.0634
H 1.0901 -6.2723 -1.2969
C -0.9878 3.8231 2.0390
C 0.0066 4.8869 2.2107
C 1.0165 4.6546 3.4255
O 0.7004 4.9419 0.9925
H -1.6219 4.0890 1.1933
H -1.5278 3.8718 2.9846
H -0.6197 2.7985 1.9859
H -0.5151 5.8439 2.1962
H 0.4666 4.9048 4.3327
H 1.8312 5.3716 3.3236
H 1.3094 3.6050 3.4486
H 1.5063 5.4248 1.1897
O 1.3471 1.9476 -2.8131
H 1.3304 1.1059 -2.3576
H 1.1886 2.5953 -2.1263
```

***

Molecular formula: C35H30N2O6P2RuS2
Method: DFT, the ωB97M-V functional and the def2-TZVPD basis

Output
charge	-1
gap between HOMO and LUMO (alpha / beta)	0.2539 / 0.2635	hartree
maximum force	0.74	eV/A
2S+1	2
DFT total energy	-3486.78713	hartree
HOMO energy (alpha / beta)	-4.84 / -5.24	eV
energy relative to the best compared isomer or geometry (same formula, charge and spin)	7.0	kcal per mole
expectation value of S²	0.756

The geometry in XYZ format:
```
78
C35H30N2O6P2RuS2 the ωB97M-V functional and the def2-TZVPD basis
Ru 0.7336 -1.3084 1.9610
S 0.4611 0.8324 3.1567
P 0.0100 1.2520 1.2346
C 0.6903 -0.0243 0.3581
P 1.8249 -0.0788 -0.9283
S 3.5828 -0.9792 -0.6571
C 1.0358 -0.8531 -2.3978
C 1.7655 -1.0010 -3.5794
C 1.1956 -1.6061 -4.6852
C -0.1113 -2.0836 -4.6255
C -0.8424 -1.9401 -3.4589
C -0.2675 -1.3166 -2.3536
C 2.1120 1.5910 -1.6219
C 1.2617 2.1162 -2.5909
C 1.5030 3.3685 -3.1386
C 2.5857 4.1164 -2.7030
C 3.4306 3.6046 -1.7272
C 3.1998 2.3446 -1.1958
C -1.8073 1.2999 1.0493
C -2.6226 1.7639 2.0769
C -3.9956 1.8436 1.8948
C -4.5642 1.4622 0.6854
C -3.7551 0.9951 -0.3404
C -2.3812 0.9128 -0.1553
C 0.4426 2.9791 0.7973
C -0.2090 3.6761 -0.2162
C 0.1297 4.9926 -0.4896
C 1.1160 5.6286 0.2517
C 1.7694 4.9419 1.2631
C 1.4335 3.6229 1.5327
H 2.7919 -0.6545 -3.6145
H 1.7713 -1.7175 -5.5959
H -0.5535 -2.5660 -5.4885
H -1.8595 -2.3108 -3.4019
H -0.8281 -1.1878 -1.4404
H 0.4160 1.5335 -2.9376
H 0.8395 3.7617 -3.8994
H 2.7726 5.0972 -3.1234
H 4.2790 4.1851 -1.3861
H 3.8771 1.9188 -0.4645
H -2.1787 2.0339 3.0273
H -4.6259 2.1945 2.7027
H -5.6370 1.5175 0.5483
H -4.1930 0.6781 -1.2788
H -1.7441 0.5296 -0.9449
H -0.9940 3.1960 -0.7878
H -0.3805 5.5242 -1.2832
H 1.3748 6.6587 0.0388
H 2.5394 5.4328 1.8453
H 1.9273 3.0830 2.3324
O 0.9750 -3.0323 0.8008
C 0.0516 -3.6016 0.2218
C -1.3618 -3.3462 0.3236
C -2.1813 -4.1572 -0.4681
C -3.5410 -4.0214 -0.4359
C -4.1490 -3.0810 0.4252
C -3.3757 -2.2852 1.2068
C -1.9377 -2.3481 1.1726
O -1.2898 -1.5184 1.8719
N -4.3663 -4.8555 -1.2917
O -5.5768 -4.7124 -1.2288
O -3.8128 -5.6129 -2.0712
H 0.3227 -4.4253 -0.4541
H -1.7386 -4.8964 -1.1240
H -5.2269 -3.0069 0.4431
H -3.8107 -1.5459 1.8664
N 2.7902 -1.1179 2.3655
C 3.2159 -1.3941 3.7508
C 2.8548 -2.7958 4.1996
C 1.3722 -2.9729 4.4997
O 1.0277 -3.3944 5.5975
O 0.5789 -2.7132 3.5211
H 3.3246 -1.6397 1.6717
H 2.9557 -0.1366 2.1557
H 2.7330 -0.6546 4.3924
H 4.2971 -1.2431 3.8296
H 3.4163 -3.0451 5.0993
H 3.1308 -3.5072 3.4136
```

***

Molecular formula: C6H15CdCl2NO2
Method: DFT, the ωB97M-V functional and the def2-TZVPD basis

Output
gap between HOMO and LUMO	0.3423	hartree
maximum force	2.34	eV/A
2S+1	1
DFT total energy	-1531.00862	hartree
HOMO energy	-8.99	eV
energy relative to the best compared isomer or geometry (same formula, charge and spin)	1.5	kcal per mole

The geometry in XYZ format:
```
27
C6H15CdCl2NO2 the ωB97M-V functional and the def2-TZVPD basis
Cd 30.2714 -16.9628 11.6603
Cl 28.3427 -18.4146 11.4298
Cl 30.7124 -15.4302 13.4206
C 28.5699 -14.5434 10.2446
O 29.6790 -15.4387 10.2197
C 30.6501 -15.1570 9.2378
C 31.9678 -15.8866 9.5249
N 31.7276 -17.2653 10.0363
C 32.9350 -17.8495 10.6730
C 32.5708 -19.0191 11.6025
O 31.6253 -18.5642 12.5502
C 31.5911 -19.2713 13.7823
H 28.8383 -13.6427 10.8007
H 27.7872 -15.0434 10.8087
H 28.2470 -14.3075 9.2312
H 30.8307 -14.0829 9.1289
H 30.2757 -15.4723 8.2529
H 32.5632 -15.3521 10.2645
H 32.5160 -15.9116 8.5789
H 31.5788 -17.8594 9.2277
H 33.4577 -17.1034 11.2718
H 33.6309 -18.2403 9.9242
H 33.4838 -19.3210 12.1218
H 32.1632 -19.8517 11.0178
H 30.9171 -20.1256 13.6956
H 31.1747 -18.5832 14.5131
H 32.5896 -19.5946 14.0764
```